C3H3FP2 | ωB97M-V with the def2-TZVPD basis set

Positions of all 9 atoms, in Å:
C1 0.5176 -1.3196 0.0746
C2 -1.4901 0.5221 -0.4054
C3 1.3186 -0.2701 -0.0563
F1 2.6476 -0.1133 0.0699
P1 -1.2383 -1.1571 -0.2419
P2 -0.0180 1.6489 -0.1398
H1 1.0350 -2.2064 0.2116
H2 -2.4363 0.9945 -0.6468
H3 -0.3362 1.9011 1.1340

E_LUMO ... -0.4 eV
Energy above the lowest of the compared OMol25 structures with the same formula, charge and spin ... 1.566 eV
Gap between HOMO and LUMO ... 8.432 eV
Total charge ... 0
HOMO level ... -8.81 eV

=====

C4H7N3 | ωB97M-V with the def2-TZVPD basis set

Positions of all 14 atoms, in Å:
C1 -1.2869 0.1852 -0.2976
C2 1.0254 -0.1936 1.3928
C3 1.1698 0.2231 -1.1517
C4 -0.0963 -0.5934 -0.8704
H1 -2.0310 -0.4744 0.0148
H2 -1.6696 0.8389 -1.2082
H3 -1.8660 1.1731 1.4786
H4 1.7104 -0.8307 2.0889
H5 1.4614 1.2852 -0.8930
H6 1.8412 -0.3598 -2.0020
H7 -0.1492 -1.6062 -1.5432
N1 -0.9940 0.8568 0.9861
N2 -0.1951 0.2672 1.9629
N3 1.0799 -0.7713 0.0421

E_LUMO ... 0.7 eV
Energy above the lowest of the compared OMol25 structures with the same formula, charge and spin ... 4.892 eV
Gap between HOMO and LUMO ... 8.858 eV
SMILES ... C1=NNC[C@H]2CN12
Total charge ... 0
HOMO level ... -8.13 eV

=====

C21H23F2N3O6S | ωB97M-V with the def2-TZVPD basis set

Positions of all 56 atoms, in Å:
C1 2.2605 1.6129 -1.7883
H1 1.1828 1.7669 -1.7811
O1 2.5700 1.0321 -0.5385
C2 3.8015 0.4561 -0.3621
C3 4.8425 0.5692 -1.2741
C4 6.0543 -0.0565 -1.0335
C5 6.2398 -0.7961 0.1178
C6 5.2076 -0.8932 1.0359
C7 3.9868 -0.2760 0.8206
C8 2.8909 -0.3945 1.8483
H2 2.3575 0.5538 1.9214
H3 3.3432 -0.6157 2.8162
C9 1.8889 -1.5040 1.5214
N1 0.9723 -1.0731 0.4904
C10 -0.1554 -1.7000 0.1747
O2 -0.5877 -2.7264 0.6799
C11 -0.9481 -0.9749 -0.9166
O3 -0.6798 0.1627 -1.2709
N2 -1.9193 -1.7512 -1.4136
H4 -2.0417 -2.6345 -0.9294
C12 -2.9928 -1.2317 -2.2133
H5 -3.3305 -1.9826 -2.9299
H6 -2.6054 -0.3559 -2.7376
C13 -4.2048 -0.7961 -1.3413
N3 -3.7405 -0.3082 -0.0622
S1 -4.0516 1.2794 0.3495
O4 -4.5827 1.9565 -0.7936
O5 -4.7563 1.3525 1.5911
C14 -2.3735 1.8721 0.5938
C15 -1.8440 2.7999 -0.2796
C16 -0.5391 3.2204 -0.0913
C17 0.2428 2.7441 0.9483
C18 -0.2948 1.8142 1.8191
C19 -1.5966 1.3827 1.6266
F1 -2.1008 0.4605 2.4607
H7 0.2753 1.4176 2.6440
H8 1.2572 3.0926 1.0592
F2 -0.0114 4.1209 -0.9373
H9 -2.4504 3.1693 -1.0902
C20 -3.9643 -1.3456 0.9332
H10 -4.5337 -0.9166 1.7596
C21 -4.7420 -2.4303 0.1659
H11 -4.1229 -3.3229 0.0070
O6 -5.0934 -1.8468 -1.0755
H12 -5.6674 -2.7231 0.6642
H13 -3.0112 -1.7241 1.3114
H14 -4.7543 -0.0075 -1.8667
H15 1.2057 -0.2266 -0.0212
H16 2.4203 -2.4050 1.1912
H17 1.3026 -1.7716 2.4071
H18 5.3515 -1.4601 1.9443
H19 7.1816 -1.2875 0.3065
H20 6.8521 0.0412 -1.7541
H21 4.7208 1.1496 -2.1746
H22 2.7727 2.5699 -1.9204
H23 2.5151 0.9412 -2.6122

E_LUMO ... 0.6 eV
Energy above the lowest of the compared OMol25 structures with the same formula, charge and spin ... 0.000 eV
Gap between HOMO and LUMO ... 9.523 eV
SMILES ... COc1ccccc1CCNC(=O)C(=O)NC[C@H]1OCCN1S(=O)(=O)c1cc(F)ccc1F
Total charge ... 0
HOMO level ... -8.93 eV

=====

C16H17N3O6V | ωB97M-V with the def2-TZVPD basis set

Positions of all 43 atoms, in Å:
V1 0.3377 -0.8612 -0.3960
C1 4.4301 -0.2709 -0.8931
C2 3.0340 -0.1107 -1.3673
O1 2.0778 -0.5872 -0.7147
N1 2.7712 0.5618 -2.4894
C3 1.3945 0.7648 -2.9309
C4 0.6644 1.6864 -1.9682
C5 0.5185 3.0393 -2.2495
C6 -0.1008 3.8696 -1.3257
C7 -0.5724 3.3119 -0.1462
C8 -0.4133 1.9527 0.0568
N2 0.2004 1.1595 -0.8244
H1 4.5329 -1.2324 -0.3890
H2 4.6490 0.5022 -0.1540
H3 5.1535 -0.2033 -1.6997
H4 3.5233 0.9483 -3.0470
H5 0.8782 -0.2137 -2.9811
H6 1.4101 1.1954 -3.9337
H7 0.8811 3.4416 -3.1831
H8 -0.2144 4.9238 -1.5204
H9 -1.0557 3.9128 0.6073
H10 -0.7827 1.4926 0.9678
C9 -3.7620 -0.9326 -0.2732
C10 -2.3680 -0.9428 0.2490
O2 -1.4097 -0.8890 -0.5605
C11 -2.0733 -0.9533 1.6722
C12 -3.0833 -0.9365 2.6492
C13 -2.7774 -0.9181 3.9952
C14 -1.4492 -0.9224 4.4178
C15 -0.4228 -0.9340 3.4909
C16 -0.7100 -0.9443 2.1225
O3 0.2323 -0.8930 1.2138
H11 -3.7384 -0.9187 -1.3617
H12 -4.3092 -0.0568 0.0788
H13 -4.3126 -1.8168 0.0504
H14 -4.1138 -0.9415 2.3326
H15 -3.5745 -0.9083 4.7229
H16 -1.2220 -0.9186 5.4721
H17 0.6132 -0.9301 3.8010
O4 2.4662 -3.0313 -0.8257
N3 1.3494 -3.4525 -0.8576
O5 0.9441 -4.5413 -0.6982
O6 0.4035 -2.5000 -1.1106

E_LUMO (spin up / spin down) ... -7.8 / -8.0 eV
2S+1 ... 2
Gap between HOMO and LUMO (spin up / spin down) ... 7.967 / 7.834 eV
Expectation value of S² ... 0.759
Total charge ... +2
HOMO level (spin up / spin down) ... -15.73 / -15.84 eV

=====

It is found that the DFT total energy values, taken in the order of the records, are -24450.92423; -8726.78688; -55176.00440; -59293.81892 eV.